Here is a gas-phase ion, C3H10NS3 (charge +1) at a distorted geometry from the OMol25 dataset. Energies are from the ωB97M-V functional and the def2-TZVPD basis.

Structure (ORCA input):
```
! wB97M-V def2-TZVPD RIJCOSX def2/J DEFGRID3
* xyz 1 1
S 0.02620 -0.53867 -2.08749
H 0.16452 -0.87085 0.78455
N -2.04171 -1.06492 -0.38128
H 3.07776 0.06369 0.41713
C -0.22554 0.09515 0.64892
H -1.81164 -2.05402 -0.80734
S -1.70861 1.62637 -1.20313
H -0.99413 0.38315 1.31242
H 2.13731 -0.13292 2.05205
C 2.58541 0.52805 1.21188
H -2.15251 -1.17861 0.65106
H 1.17268 -0.83375 -1.38941
S 1.13137 1.32513 0.53861
H -3.03406 -0.82341 -0.84815
H 3.19957 1.37822 1.50183
C -0.99125 0.00328 -0.66682
H -0.53536 2.09413 -1.73483
*
```

Calculated values
DFT total energy in Eh: -1369.30974
SMILES string: CSCC([NH3+])(S)S


Here is 2 unconnected molecules or ions with the total composition C3H10O from the OMol25 dataset. Energies are from the ωB97M-V functional and the def2-TZVPD basis.

Structure (ORCA input):
```
! wB97M-V def2-TZVPD RIJCOSX def2/J DEFGRID3
* xyz 0 1
H 0.98629 -0.42611 -0.40748
H 2.37511 -0.99782 0.37176
H -1.26558 2.60360 0.01918
C 1.31700 -0.80271 0.55714
H -1.64909 2.94091 -1.70384
H -0.10642 -2.41130 0.17684
H 0.10385 1.19065 -1.01325
H 1.31529 -2.94647 1.00385
O -0.78079 1.10940 -1.39230
C -1.60913 2.18374 -0.92160
H 1.22043 -0.02171 1.30809
H 0.07654 -2.06595 1.87447
C 0.61796 -2.11150 0.92977
H -2.60145 1.75525 -0.80264
*
```

Calculated values
DFT total energy in Eh: -195.50232
SMILES string: CC.CO


Here is 2 unconnected molecules or ions with the total composition C3H10O at a distorted geometry from the OMol25 dataset. Energies are from the ωB97M-V functional and the def2-TZVPD basis.

Structure (ORCA input):
```
! wB97M-V def2-TZVPD RIJCOSX def2/J DEFGRID3
* xyz 0 1
H 0.06401 2.67556 0.41061
H 0.86321 0.08321 0.89307
H -0.63888 -1.54402 -0.04131
C 0.21008 2.08809 1.36676
H -0.83340 0.52808 0.57397
O 0.00096 -1.12726 -0.62094
H -0.08865 0.21838 2.29830
H -0.28695 -2.67270 -2.08820
H 1.21368 2.37189 1.72152
C -0.20490 -1.55131 -1.98535
H -0.49225 2.45939 2.04208
C 0.07241 0.66912 1.29528
H 0.81900 -1.25474 -2.34315
H -1.09300 -1.08233 -2.55944
*
```

Calculated values
DFT total energy in Eh: -195.47077
SMILES string: CC.CO


Here is 2 unconnected molecules or ions with the total composition C3H10O2S at a distorted geometry from the OMol25 dataset. Energies are from the ωB97M-V functional and the def2-TZVPD basis.

Structure (ORCA input):
```
! wB97M-V def2-TZVPD RIJCOSX def2/J DEFGRID3
* xyz 0 1
H -1.31998 -2.09024 1.38118
O -0.64383 0.81381 2.85423
C -0.07702 -1.02075 0.15356
H 0.70074 0.32611 -2.83709
S 1.30857 2.16375 -1.42720
O -1.09517 -1.26010 1.11668
C 0.77521 0.40053 -1.67867
H -1.10929 0.27763 2.30853
H 0.24259 0.74612 2.32971
H -1.08724 0.88381 -0.61109
C -0.57055 -0.03237 -0.96815
H -1.22090 -0.51085 -1.65177
H 1.53449 2.25329 -0.08533
H 0.68139 -0.55977 0.78073
H 1.58608 -0.37571 -1.48465
H 0.29491 -2.01526 -0.18067
*
```

Calculated values
DFT total energy in Eh: -668.90966
SMILES string: OCCCS.O


Here is 2 unconnected molecules or ions with the total composition C3H10O2S2 at a distorted geometry from the OMol25 dataset. Energies are from the ωB97M-V functional and the def2-TZVPD basis.

Structure (ORCA input):
```
! wB97M-V def2-TZVPD RIJCOSX def2/J DEFGRID3
* xyz 0 1
H 6.73661 -1.41033 -1.62333
H -2.16953 0.71684 2.20168
H -1.30229 -0.82838 -0.77238
H 5.17101 -1.44461 -1.55541
H -0.01977 -2.58071 1.11807
O -0.18957 -1.73503 0.73399
C -0.63374 0.07510 -0.94304
H 1.28845 -0.43019 -1.68818
H -0.98063 0.22738 -1.96517
C 0.86668 -0.16556 -0.76519
H 1.57545 0.67677 -0.36001
S -1.26529 1.41039 0.03156
C 1.07495 -1.08029 0.50093
H 1.40414 -0.60802 1.34600
H 2.01416 -1.80135 0.25725
O 5.92588 -0.84620 -1.65317
S -2.95067 0.78692 1.07087
*
```

Calculated values
DFT total energy in Eh: -1067.08686
SMILES string: OCCCSS.O


Here is 2 unconnected molecules or ions with the total composition C3H10O3 at a distorted geometry from the OMol25 dataset. Energies are from the ωB97M-V functional and the def2-TZVPD basis.

Structure (ORCA input):
```
! wB97M-V def2-TZVPD RIJCOSX def2/J DEFGRID3
* xyz 0 1
H -1.77575 -0.31028 -2.25468
H -2.71518 -1.30810 -3.07519
H 0.13970 0.04444 -0.94621
C 1.52533 0.53283 0.59931
H -1.74927 -0.50018 0.45077
H -0.58558 1.31041 2.08813
H 1.73530 0.19829 1.58583
C 0.36616 -0.39112 0.07120
O -1.03954 1.25244 1.23193
C -0.85629 -0.16045 0.99087
H 1.15090 1.54050 0.64364
H -0.72346 -0.78303 1.89083
O -2.00116 -1.20895 -2.42001
O 2.74947 0.32877 -0.10893
H 3.00801 0.90298 -0.82392
H 0.77137 -1.44854 0.07642
*
```

Calculated values
DFT total energy in Eh: -345.97440
SMILES string: OCCCO.O


Here is 2 unconnected molecules or ions with the total composition C3H10O3 at a distorted geometry from the OMol25 dataset. Energies are from the ωB97M-V functional and the def2-TZVPD basis.

Structure (ORCA input):
```
! wB97M-V def2-TZVPD RIJCOSX def2/J DEFGRID3
* xyz 0 1
H 2.22920 3.81683 -2.21389
O 1.74868 -1.25474 1.14056
H -0.97766 -1.11922 1.73630
C -0.69898 -1.36965 0.71373
H -2.10642 -1.52857 -0.89803
H 3.58103 4.19013 -1.49811
O 2.62975 4.10183 -1.39008
H 2.03794 -0.52409 1.69116
C 0.64516 -0.83965 0.30208
H 1.00124 -1.05501 -0.70754
H -3.55827 -1.18256 0.55228
H 0.61174 0.22864 0.37840
C -1.78166 -0.74397 -0.20433
O -2.97441 -0.42030 0.56812
H -1.56100 0.14514 -0.78859
H -0.82634 -2.44478 0.61791
*
```

Calculated values
DFT total energy in Eh: -345.97956
SMILES string: OCCCO.O


Here is 3 unconnected molecules or ions with the total composition C3H10O3 from the OMol25 dataset. Energies are from the ωB97M-V functional and the def2-TZVPD basis.

Structure (ORCA input):
```
! wB97M-V def2-TZVPD RIJCOSX def2/J DEFGRID3
* xyz 1 2
O 3.52371 -0.45234 -0.08580
H -2.88023 3.08744 0.72676
H 3.71916 -1.40190 -3.40133
C -1.94300 -1.11503 0.74498
C -2.20553 0.17530 0.28717
H -1.52833 -1.30472 1.73518
H 2.99822 0.04041 0.55842
H 4.37431 -1.14237 -2.04266
H -2.13197 -2.00339 0.14916
H 2.84198 -0.82575 -0.66691
H -1.13151 1.30751 1.72474
O -2.11956 2.54370 0.48279
O 3.97084 -1.84353 -2.57315
C -2.07889 1.33885 1.17303
H -2.89309 1.19890 1.92149
H -2.51611 0.39691 -0.73385
*
```

Calculated values
DFT total energy in Eh: -345.61835